# 1
28
Properties=species:S:1:pos:R:3 method="wB97M-V/def2-TZVPD" lumo_energy_ev=0.724 homo_energy_ev=-9.16 orbital_gap_ev=9.89 e_tot_ev=-15986.1816 smiles=C[C@H]1CC[C@H](C)N1c1nnnn1C
C 1.642 -0.893 1.991
C 0.803 -1.168 0.703
C -0.340 -2.102 1.201
C -1.716 -1.453 0.800
C -1.243 -0.257 -0.032
C -1.200 -0.587 -1.529
N 0.112 0.062 0.385
C 0.905 0.922 -0.731
N 2.049 0.578 -1.265
N 2.496 1.586 -1.986
N 1.669 2.596 -1.845
N 0.727 2.237 -0.998
C -0.423 3.062 -0.740
H 2.097 -1.772 2.466
H 1.114 -0.460 2.894
H 2.630 -0.367 1.787
H 1.252 -1.656 -0.167
H -0.076 -2.261 2.177
H -0.280 -3.028 0.611
H -2.333 -2.039 0.302
H -2.120 -1.134 1.673
H -2.039 0.467 0.069
H -2.127 -0.486 -2.051
H -0.982 -1.739 -1.723
H -0.501 -0.031 -2.087
H -1.065 2.500 -0.046
H -0.126 3.920 -0.216
H -0.923 3.504 -1.642

# 2
25
Properties=species:S:1:pos:R:3 method="wB97M-V/def2-TZVPD" lumo_energy_ev=0.841 homo_energy_ev=-7.59 orbital_gap_ev=8.43 e_tot_ev=-12073.2691 smiles="CCC1=[N+]([O-])C(C)(C)CC1"
C 3.362 -0.408 0.240
C 2.287 -0.294 -0.887
C 0.969 0.145 -0.283
N -0.100 -0.856 -0.045
O -0.016 -2.051 -0.194
C -1.363 -0.115 0.169
C -2.267 -0.741 -1.013
C -2.108 -0.358 1.454
C -1.093 1.376 0.018
C 0.426 1.559 -0.018
H 4.288 -0.804 -0.147
H 3.114 -1.264 0.963
H 3.392 0.472 0.772
H 2.272 -1.242 -1.296
H 2.622 0.492 -1.539
H -2.899 -1.517 -0.611
H -1.553 -1.253 -1.615
H -2.898 -0.081 -1.545
H -2.661 -1.276 1.473
H -2.822 0.493 1.563
H -1.355 -0.156 2.293
H -1.543 1.878 0.976
H -1.464 1.861 -0.935
H 0.789 1.831 1.007
H 0.619 2.310 -0.801

# 3
29
Properties=species:S:1:pos:R:3 method="wB97M-V/def2-TZVPD" lumo_energy_ev=-0.509 homo_energy_ev=-9.64 orbital_gap_ev=9.14 e_tot_ev=-29052.1286
C 0.002 -1.255 -3.550
C -0.400 -1.169 -2.260
C -0.706 0.096 -1.697
C -2.294 -0.544 1.947
C -0.753 2.415 0.098
C 3.520 -0.634 0.210
C -1.198 0.613 1.944
C -0.738 1.000 0.606
N -0.907 0.056 -0.330
O -0.841 1.100 -2.406
O 1.088 -1.551 0.242
O 1.772 -0.625 2.399
O 1.236 0.844 0.642
S 1.819 -0.486 0.960
H 0.138 -2.186 -3.931
H -0.045 -0.369 -4.174
H -0.400 -2.013 -1.680
H -2.941 -0.617 2.885
H -1.674 -1.376 1.802
H -3.013 -0.449 1.106
H -1.754 2.901 0.309
H -0.618 2.607 -0.906
H -0.084 3.055 0.698
H 4.394 -0.149 0.800
H 3.697 -1.729 -0.014
H 3.521 -0.221 -0.754
H -0.323 0.137 2.416
H -1.462 1.462 2.572
H -1.036 -0.914 0.067

# 4
26
Properties=species:S:1:pos:R:3 method="wB97M-V/def2-TZVPD" lumo_energy_ev=3.385 homo_energy_ev=-3.42 orbital_gap_ev=6.81 e_tot_ev=-23466.7824 total_charge=-1
C -4.357 -1.125 -0.608
C 1.054 -1.007 0.004
C 1.008 1.487 -0.777
C -0.458 -0.796 0.342
C -0.554 1.463 -0.706
C 1.757 0.359 0.001
C -1.026 0.097 -0.743
C 2.059 0.706 1.499
O -3.795 1.345 -0.038
O -2.899 -0.429 1.431
S -3.259 -0.044 0.050
H -4.620 -0.785 -1.592
H -3.665 -1.998 -0.829
H 1.712 -1.657 0.542
H 0.958 -1.252 -1.141
H 1.172 1.375 -1.790
H 1.394 2.409 -0.425
H -0.985 -1.706 0.405
H -0.483 -0.209 1.328
H -0.906 1.814 0.279
H -0.853 2.028 -1.591
H 2.683 0.284 -0.409
H -0.789 -0.490 -1.620
H 2.421 1.803 1.582
H 2.836 0.064 1.843
H 1.240 0.491 2.290

# 5
29
Properties=species:S:1:pos:R:3 method="wB97M-V/def2-TZVPD" lumo_energy_ev=2.793 homo_energy_ev=-3.59 orbital_gap_ev=6.38 e_tot_ev=-47186.2531 total_charge=-1
C 0.757 -0.370 -2.705
C -0.292 -1.372 -2.330
C -1.413 -2.758 -0.724
C -0.195 0.568 2.360
C 1.301 0.681 -1.666
C -1.239 -1.381 -1.244
C 0.368 1.674 1.476
C 1.722 1.456 0.866
O -0.659 -1.596 -5.476
O -1.874 -3.340 -4.151
O -2.456 -0.920 -3.919
S 1.332 -2.104 -2.353
S 1.871 -0.145 -0.096
S -1.491 -1.950 -4.349
H 0.843 -0.137 -3.874
H -2.418 -2.739 -0.193
H -0.575 -3.187 -0.078
H -1.634 -3.482 -1.654
H -1.283 0.740 2.541
H -0.002 -0.304 1.766
H 0.323 0.379 3.341
H 0.545 1.445 -1.592
H 2.127 1.110 -2.248
H -1.016 -0.687 -0.514
H -2.206 -1.105 -1.812
H 0.533 2.521 2.091
H -0.299 2.069 0.783
H 1.852 2.240 0.185
H 2.458 1.515 1.639

# 6
27
Properties=species:S:1:pos:R:3 method="wB97M-V/def2-TZVPD" lumo_energy_ev="-3.078 / -9.774" homo_energy_ev="-7.78 / -12.94" multiplicity=3 orbital_gap_ev="4.71 / 3.16" e_tot_ev=-16712.5385 total_charge=+1
C -1.221 -0.530 1.521
C -0.276 0.735 -0.022
C 0.501 -0.668 0.025
C -2.326 -0.675 2.465
C 0.566 4.332 -0.122
C 1.091 -3.776 -2.078
C 0.598 1.940 0.316
C 0.419 -1.553 -1.294
O -1.327 0.569 0.923
O -0.267 -1.288 1.122
O -0.046 3.049 -0.209
O 1.019 -2.807 -0.983
H -0.698 0.729 -1.132
H 1.406 -0.481 0.425
H -1.984 -0.559 3.395
H -2.716 -1.594 2.420
H -3.044 0.058 2.300
H -0.190 5.014 -0.245
H 1.326 4.599 -0.762
H 1.033 4.281 0.930
H 1.334 -4.652 -1.601
H 2.050 -3.539 -2.628
H 0.161 -4.013 -2.555
H 1.669 1.590 -0.064
H 0.690 1.957 1.362
H 0.939 -0.903 -1.951
H -0.709 -1.816 -1.561

# 7
32
Properties=species:S:1:pos:R:3 method="wB97M-V/def2-TZVPD" lumo_energy_ev=0.205 homo_energy_ev=-10.20 orbital_gap_ev=10.41 e_tot_ev=-568895.1791 smiles=BrCCBr.BrCCBr.BrCCBr.BrCCBr
Br -1.848 8.871 -19.806
C -0.013 8.609 -19.169
C 1.043 9.249 -19.987
Br 2.848 9.117 -19.307
H 0.169 7.537 -19.089
H 0.095 8.900 -18.125
H 0.890 10.314 -20.164
H 1.029 8.826 -20.992
Br -1.776 7.300 -16.422
C -1.731 6.294 -14.705
C -1.687 7.424 -13.647
Br -2.050 6.806 -11.801
H -0.845 5.664 -14.633
H -2.555 5.585 -14.794
H -2.342 8.261 -13.891
H -0.710 7.904 -13.699
Br -3.726 11.807 -16.480
C -1.740 11.620 -16.843
C -1.173 12.754 -17.702
Br 0.827 12.414 -17.674
H -1.499 10.629 -17.227
H -1.195 11.640 -15.899
H -1.327 13.657 -17.113
H -1.525 12.822 -18.732
Br 5.305 13.567 -18.998
C 4.662 11.898 -18.050
C 5.811 11.209 -17.346
Br 5.285 9.366 -16.773
H 4.399 11.251 -18.888
H 3.795 12.096 -17.420
H 6.045 11.864 -16.507
H 6.706 11.139 -17.965

# 8
32
Properties=species:S:1:pos:R:3 method="wB97M-V/def2-TZVPD" lumo_energy_ev=-0.132 homo_energy_ev=-10.17 orbital_gap_ev=10.04 e_tot_ev=-568894.8472 smiles=BrCCBr.BrCCBr.BrCCBr.BrCCBr
Br 6.021 1.877 4.678
C 5.503 3.153 3.223
C 4.023 2.934 2.868
Br 3.434 4.335 1.654
H 6.284 3.076 2.467
H 5.512 4.170 3.615
H 3.312 2.910 3.694
H 3.913 2.007 2.306
Br -4.804 2.980 -3.174
C -3.913 1.833 -1.732
C -2.397 2.033 -1.764
Br -1.531 0.547 -0.630
H -4.228 0.807 -1.919
H -4.416 2.144 -0.816
H -2.055 3.022 -1.459
H -2.146 1.783 -2.795
Br 0.461 -3.378 2.526
C 0.408 -1.686 1.371
C 1.814 -1.472 0.951
Br 2.807 -0.361 2.318
H 0.060 -0.867 2.001
H -0.379 -1.744 0.619
H 1.867 -0.788 0.104
H 2.324 -2.388 0.652
Br -0.540 -3.241 -1.798
C -2.155 -3.163 -2.963
C -3.356 -3.586 -2.229
Br -4.799 -3.794 -3.437
H -1.950 -3.627 -3.928
H -2.287 -2.094 -3.127
H -3.734 -2.886 -1.484
H -3.051 -4.537 -1.791